1.
{
  "formula": "C6H10OSSi",
  "method": "ωB97M-V/def2-TZVPD",
  "total_charge": 0,
  "max_force_ev_per_a": 2.85,
  "energy_ha": -997.2971,
  "e_homo_ev": [-8.0, -8.2],
  "orbital_gap_ha": [0.28372, 0.26019],
  "elements": ["C", "C", "C", "C", "C", "C", "O", "Si", "S", "H", "H", "H", "H", "H", "H", "H", "H", "H", "H"],
  "coordinates": [[2.3848, 0.4084, -1.2144], [1.5132, 0.5299, -2.3408], [1.7952, 0.1851, -0.0615], [-0.2539, -1.3659, -2.7654], [-0.8870, -1.0549, 0.9869], [-0.2747, 1.9437, 1.2427], [-1.4348, -1.9100, -2.8090], [0.4643, 0.2768, 1.2605], [-0.1485, 0.3618, -2.5189], [3.4688, 0.3668, -1.3688], [1.9549, 0.2083, -3.2031], [-0.8787, -1.8740, 1.7353], [-1.8894, -0.6721, 1.1584], [-0.8155, -1.5208, -0.0402], [-0.2354, 2.4240, 0.2340], [-1.3163, 2.0477, 1.6417], [0.2076, 2.4838, 2.0305], [-2.1661, -1.2885, -2.8343], [1.0854, -0.1968, 2.5263]],
  "nbo_charge": [-0.368, -0.324, -0.218, 0.046, -1.096, -1.147, -0.637, 1.322, 0.226, 0.236, 0.194, 0.242, 0.234, 0.241, 0.259, 0.254, 0.248, 0.464, -0.175]
}

---

2.
{
  "formula": "CH3ClIN",
  "method": "ωB97M-V/def2-TZVPD",
  "total_charge": 0,
  "max_force_ev_per_a": 3.19,
  "energy_ha": -852.4642,
  "e_homo_ev": -9.8,
  "orbital_gap_ha": 0.39146,
  "smiles": "C=NCl.I",
  "elements": ["C", "N", "Cl", "I", "H", "H", "H"],
  "coordinates": [[2.1002, -0.1340, -0.0135], [0.8714, -0.0653, 0.0502], [-0.0173, -1.4992, 0.2508], [-3.6817, 0.5277, 0.3031], [2.7153, -0.9015, 0.2393], [2.5179, 0.8544, 0.0424], [-4.5058, 1.2179, -0.8723]],
  "nbo_charge": [-0.073, -0.370, 0.087, -0.096, 0.168, 0.189, 0.095]
}